Entry 1:
{"formula": "CH4N4O4P", "method": "ωB97M-V/def2-TZVPD", "species": ["H", "N", "N", "O", "P", "O", "O", "O", "N", "C", "N", "H", "H", "H"], "positions_angstrom": [[-0.76, -2.52, -0.71], [-0.08, -1.82, -0.40], [-0.41, -1.30, 0.65], [0.52, -0.39, 1.10], [1.74, 0.14, 0.16], [2.48, 1.20, 0.78], [2.47, -1.03, -0.55], [0.74, 0.75, -1.15], [-0.45, 1.11, -0.90], [-1.34, 1.03, -0.13], [-2.46, 1.19, 0.45], [3.40, -0.86, -0.71], [-2.64, 2.00, 1.04], [-3.20, 0.50, 0.37]], "de_lowest_kj_mol": 0.0, "charge": 1, "smiles": "[H]/N=N/O[P@@](=O)(O)O[N+]#CN", "orbital_gap_ev": 10.8, "lumo_energy_ev": -4.4, "fmax_ha_per_bohr": 0.0472, "homo_energy_ev": -15.2}

Entry 2:
{"formula": "CH4N4OS", "method": "ωB97M-V/def2-TZVPD", "species": ["C", "N", "N", "N", "N", "O", "S", "H", "H", "H", "H"], "positions_angstrom": [[-1.96, -0.53, -0.09], [1.05, 1.13, -0.01], [1.99, 0.27, 0.00], [-0.19, 0.81, 0.18], [-0.58, -0.39, -0.03], [3.97, -1.10, 0.33], [3.43, 0.07, -0.34], [-2.42, 0.39, 0.38], [-2.06, -0.86, -1.22], [-2.41, -1.34, 0.56], [-0.81, 1.57, 0.23]], "de_lowest_kj_mol": 274.1, "orbital_gap_ev": [7.4, 7.5], "lumo_energy_ev": [-0.8, -0.6], "fmax_ha_per_bohr": 0.1004, "homo_energy_ev": [-8.3, -8.1]}

Entry 3:
{"formula": "CH4N4S", "method": "ωB97M-V/def2-TZVPD", "species": ["C", "N", "N", "N", "N", "S", "H", "H", "H", "H"], "positions_angstrom": [[-2.17, -0.21, -0.22], [1.71, -0.89, 1.43], [2.28, -0.40, 0.59], [0.24, 1.03, -0.56], [3.09, 0.08, -0.11], [-0.81, 0.88, 0.44], [-3.04, 0.34, -0.66], [-2.58, -0.81, 0.60], [-1.55, -0.88, -0.87], [2.83, 0.87, -0.64]], "de_lowest_kj_mol": 319.3, "orbital_gap_ev": 8.4, "lumo_energy_ev": -0.8, "fmax_ha_per_bohr": 0.0729, "homo_energy_ev": -9.2}

Entry 4:
{"formula": "CH4N6O", "method": "ωB97M-V/def2-TZVPD", "species": ["C", "H", "H", "H", "H", "N", "N", "N", "N", "N", "N", "O"], "positions_angstrom": [[-0.18, 0.33, 0.63], [1.31, 2.11, -1.04], [-0.33, 2.45, -1.64], [0.17, -0.52, -1.53], [-0.75, -2.32, -0.83], [0.24, 1.58, -1.13], [-0.14, 1.54, 0.18], [-0.33, -0.99, 2.35], [-0.06, -1.85, 1.41], [0.16, -0.94, 0.36], [0.29, -1.65, -0.78], [-0.38, 0.25, 2.01]], "de_lowest_kj_mol": 507.4, "orbital_gap_ev": 8.9, "lumo_energy_ev": 0.3, "fmax_ha_per_bohr": 0.1313, "homo_energy_ev": -8.6}

Entry 5:
{"formula": "CH4N6O", "method": "ωB97M-V/def2-TZVPD", "species": ["N", "N", "C", "N", "N", "O", "N", "N", "H", "H", "H", "H"], "positions_angstrom": [[1.71, -0.33, 0.28], [0.84, -1.34, -0.24], [-0.38, -0.76, -0.18], [-1.64, -1.48, -0.33], [-2.58, -0.74, 0.10], [-2.14, 0.52, 0.23], [-0.73, 0.53, 0.24], [-0.18, 1.60, -0.53], [2.67, -0.90, 0.07], [1.29, -0.15, 1.27], [0.58, 0.97, -1.16], [0.56, 2.07, 0.25]], "de_lowest_kj_mol": 432.5, "smiles": "N/N=c1/nnon1N", "orbital_gap_ev": 8.5, "lumo_energy_ev": -0.4, "fmax_ha_per_bohr": 0.1125, "homo_energy_ev": -8.8}

Entry 6:
{"formula": "CH4N6O", "method": "ωB97M-V/def2-TZVPD", "species": ["C", "N", "N", "N", "N", "N", "N", "O", "H", "H", "H", "H"], "positions_angstrom": [[-1.88, -0.39, 0.31], [0.57, 3.16, -0.07], [1.98, -1.04, 0.10], [0.03, 2.17, -0.15], [1.35, -1.00, 1.02], [2.87, -1.43, -0.59], [0.02, 0.96, -0.18], [-1.09, 0.28, -0.65], [-2.51, 0.29, 0.94], [-1.53, -1.12, 1.06], [-2.71, -0.86, -0.25], [2.89, -1.03, -1.53]], "de_lowest_kj_mol": 399.1, "orbital_gap_ev": 9.8, "lumo_energy_ev": 0.0, "fmax_ha_per_bohr": 0.0956, "homo_energy_ev": -9.8}

Entry 7:
{"formula": "CH4NO", "method": "ωB97M-V/def2-TZVPD", "species": ["O", "H", "C", "N", "H", "H", "H"], "positions_angstrom": [[0.16, 1.80, -0.62], [-0.36, 1.28, -1.26], [0.04, -0.51, 0.76], [-0.15, -1.57, 0.10], [0.03, -0.39, 1.85], [0.34, 0.54, 0.24], [0.13, -1.43, -0.87]], "de_lowest_kj_mol": 102.8, "charge": -1, "orbital_gap_ev": 7.4, "lumo_energy_ev": 5.1, "fmax_ha_per_bohr": 0.0635, "homo_energy_ev": -2.3}

Entry 8:
{"formula": "CH4NO", "method": "ωB97M-V/def2-TZVPD", "species": ["O", "H", "C", "N", "H", "H", "H"], "positions_angstrom": [[-0.12, 2.76, -0.50], [0.16, 2.41, 0.31], [0.00, -1.52, -0.01], [0.26, -0.29, 0.35], [0.35, -2.26, 0.71], [-0.79, -1.78, -0.92], [0.13, 0.67, 0.05]], "de_lowest_kj_mol": 182.7, "charge": -1, "orbital_gap_ev": 6.5, "lumo_energy_ev": 4.1, "fmax_ha_per_bohr": 0.0979, "homo_energy_ev": -2.4}

Entry 9:
{"formula": "CH4NO2", "method": "ωB97M-V/def2-TZVPD", "species": ["O", "H", "C", "N", "O", "H", "H", "H"], "positions_angstrom": [[-2.09, -1.49, -0.16], [-1.29, -2.01, -0.20], [0.77, 0.93, 0.99], [1.78, 0.58, -0.14], [-0.27, 1.39, 0.53], [-1.77, -0.75, 0.37], [1.66, 1.43, -0.70], [1.21, -0.09, -0.68]], "de_lowest_kj_mol": 238.8, "charge": -1, "orbital_gap_ev": 6.3, "lumo_energy_ev": 4.4, "fmax_ha_per_bohr": 0.0157, "homo_energy_ev": -1.9}

Entry 10:
{"formula": "CH4NO2", "method": "ωB97M-V/def2-TZVPD", "species": ["O", "H", "C", "N", "O", "H", "H", "H"], "positions_angstrom": [[0.20, 1.74, 1.31], [-0.38, 0.98, 1.35], [-0.16, -0.49, -0.51], [-0.75, -1.62, -0.10], [0.72, 0.09, -1.00], [0.76, 1.66, 0.53], [-0.39, -2.50, -0.52], [-1.74, -1.67, 0.02]], "de_lowest_kj_mol": 41.2, "spin_multiplicity": 2, "orbital_gap_ev": [8.1, 10.9], "lumo_energy_ev": [0.7, -0.1], "fmax_ha_per_bohr": 0.0906, "homo_energy_ev": [-7.4, -10.9]}

Entry 11:
{"formula": "CH4NO2", "method": "ωB97M-V/def2-TZVPD", "species": ["C", "N", "O", "O", "H", "H", "H", "H"], "positions_angstrom": [[-0.93, -0.35, 0.04], [0.32, 0.20, 0.03], [2.52, 0.26, 0.05], [1.45, -0.35, -0.04], [-0.74, -1.46, 0.16], [-1.51, -0.02, 0.79], [-1.36, 0.00, -0.88], [0.24, 1.72, -0.15]], "de_lowest_kj_mol": 996.4, "charge": 1, "orbital_gap_ev": [9.2, 9.3], "lumo_energy_ev": [-8.0, -8.1], "fmax_ha_per_bohr": 0.1836, "homo_energy_ev": [-17.2, -17.4]}

Entry 12:
{"formula": "CH4NO2P", "method": "ωB97M-V/def2-TZVPD", "species": ["C", "N", "O", "O", "P", "H", "H", "H", "H"], "positions_angstrom": [[-0.66, 0.39, 0.06], [-0.68, 1.68, 0.06], [-1.35, -0.55, 0.02], [1.18, -0.10, 0.13], [1.52, -1.62, 0.04], [-1.57, 2.16, 0.03], [0.18, 2.20, 0.11], [0.44, -2.19, 0.74], [0.94, -1.97, -1.20]], "de_lowest_kj_mol": 185.8, "spin_multiplicity": 3, "orbital_gap_ev": [5.9, 7.9], "lumo_energy_ev": [1.1, -2.8], "fmax_ha_per_bohr": 0.0924, "homo_energy_ev": [-4.7, -10.7]}